C39H42N5SW | wB97M-V/def2-TZVPD

```
88
Properties=species:S:1:pos:R:3:forces:R:3
W -0.079 0.105 0.212 -0.3 0.5 0.3
C -0.582 2.534 3.160 0.1 -0.2 -0.3
C 0.661 2.817 2.300 0.0 0.2 0.1
C 0.399 3.258 0.855 0.3 0.0 0.7
N 0.042 2.194 -0.103 -0.4 -0.5 -0.5
C -0.209 2.597 -1.375 -0.3 -0.4 -0.8
C -0.138 3.944 -1.794 0.0 -0.1 0.1
C -0.507 4.546 -2.981 0.1 -0.1 0.0
C -1.103 3.991 -4.112 0.0 -0.1 0.0
C -1.305 2.649 -4.369 0.0 0.2 0.1
C -0.934 1.558 -3.590 0.0 -0.3 0.3
C -0.423 1.486 -2.298 0.2 1.3 0.2
N -0.057 0.270 -1.749 0.4 -0.6 -0.2
C 0.758 -0.598 -2.597 0.5 -0.4 -0.1
C 2.195 -0.116 -2.349 0.0 -0.1 0.2
C 2.776 -0.606 -1.024 -0.1 0.1 -0.7
N 1.962 -0.304 0.174 -0.7 -0.4 0.2
C 2.549 -0.648 1.362 -0.4 0.2 0.9
C 3.832 -1.222 1.446 0.0 0.0 -0.1
C 4.648 -1.481 2.535 -0.1 0.0 -0.1
C 4.448 -1.185 3.877 -0.2 0.1 0.2
C 3.298 -0.668 4.454 0.3 -0.1 -0.1
C 2.079 -0.388 3.856 -0.4 0.1 -0.4
C 1.682 -0.425 2.515 1.0 -0.3 -0.4
N 0.411 -0.150 2.098 0.5 0.1 0.1
C -0.736 -0.025 3.003 -1.0 0.0 0.2
C -1.430 1.326 2.745 0.4 0.0 0.3
H -1.223 3.419 3.145 0.1 0.0 0.0
H -0.257 2.405 4.196 -0.1 0.0 0.0
H 1.388 2.000 2.325 -0.1 0.3 0.0
H 1.161 3.667 2.776 0.0 -0.1 -0.1
H 1.325 3.737 0.501 -0.3 -0.1 0.0
H -0.394 4.019 0.876 0.1 -0.1 -0.1
H 0.259 4.639 -1.068 -0.1 0.0 0.1
H -0.350 5.617 -3.016 0.0 0.0 0.0
H -1.408 4.685 -4.884 0.0 0.0 0.0
H -1.756 2.409 -5.324 0.0 0.0 0.0
H -1.116 0.596 -4.053 0.0 0.0 0.0
H 0.529 -0.509 -3.663 -0.2 0.1 0.3
H 0.628 -1.647 -2.293 0.0 0.3 -0.1
H 2.203 0.980 -2.386 0.1 -0.1 -0.1
H 2.850 -0.472 -3.144 0.0 0.0 0.0
H 3.767 -0.143 -0.926 -0.2 -0.1 0.1
H 2.904 -1.697 -1.098 0.0 0.2 0.1
H 4.286 -1.513 0.510 0.0 0.1 0.0
H 5.600 -1.939 2.289 0.0 0.0 0.0
H 5.271 -1.395 4.547 0.0 0.0 0.0
H 3.344 -0.487 5.519 0.0 0.0 0.1
H 1.324 -0.046 4.553 0.0 -0.1 0.0
H -0.467 -0.098 4.064 0.1 -0.1 -0.3
H -1.431 -0.865 2.794 0.4 0.3 0.1
H -2.364 1.344 3.314 0.0 -0.1 -0.3
H -1.689 1.417 1.672 -0.2 0.0 0.4
C -5.188 4.906 0.997 0.1 0.0 -0.2
C -4.555 4.464 -0.331 0.0 0.2 0.1
C -5.394 4.985 -1.507 0.1 -0.1 0.1
C -3.158 5.081 -0.439 -0.3 -0.1 0.0
C -4.528 2.948 -0.335 0.1 -0.2 0.0
C -5.751 2.257 -0.404 0.0 -0.1 0.0
C -5.821 0.884 -0.400 0.1 0.0 0.0
C -4.635 0.170 -0.315 0.5 0.0 0.0
S -4.428 -1.552 -0.355 0.5 0.3 0.1
C -2.744 -1.337 -0.162 -0.1 0.4 0.1
N -2.312 -0.062 -0.055 0.2 -1.2 0.3
C -3.394 0.816 -0.189 -0.5 0.4 -0.1
C -3.355 2.214 -0.214 0.0 0.0 0.0
C -1.801 -2.428 -0.088 0.5 0.1 0.0
C -2.197 -3.765 -0.188 0.2 0.4 0.1
C -1.250 -4.764 -0.065 0.0 0.0 0.0
C 0.072 -4.425 0.187 0.0 0.2 0.0
C 0.455 -3.092 0.269 0.3 0.4 0.1
C -0.449 -2.026 0.119 -0.8 -0.6 -0.6
H -5.137 5.987 1.088 0.0 0.2 0.0
H -4.659 4.468 1.841 0.0 0.0 0.1
H -6.232 4.613 1.054 -0.1 -0.1 0.1
H -5.366 6.071 -1.516 0.0 0.1 0.0
H -6.434 4.690 -1.432 -0.1 0.0 0.0
H -5.001 4.624 -2.455 0.0 0.0 -0.1
H -3.252 6.161 -0.502 0.0 0.1 0.0
H -2.646 4.736 -1.336 0.0 0.0 0.0
H -2.556 4.862 0.442 0.2 -0.1 0.1
H -6.670 2.815 -0.464 -0.1 0.1 0.0
H -6.766 0.369 -0.460 -0.1 0.0 0.0
H -2.405 2.719 -0.145 0.0 0.1 0.1
H -3.234 -4.019 -0.354 -0.1 0.0 0.0
H -1.536 -5.800 -0.156 0.0 -0.1 0.0
H 0.808 -5.204 0.318 0.1 0.0 0.0
H 1.501 -2.886 0.474 0.0 0.0 -0.1
```
Forces are in eV/Å.

Output
HOMO-LUMO gap   5.33 eV
HOMO   -15.8 eV
Net charge   +3

***

C34H48CoN2O5SSb2Si2 | wB97M-V/def2-TZVPD

```
95
Properties=species:S:1:pos:R:3:forces:R:3
Co -0.850 -0.508 0.314 0.0 0.8 -0.4
C -0.115 1.838 2.894 0.0 0.0 0.1
Si -1.490 0.786 2.104 -0.1 -0.1 0.0
C -2.909 2.071 1.897 0.0 0.1 0.2
C -2.197 -0.241 3.574 0.0 -0.2 -0.1
C -2.626 0.255 4.807 0.0 0.0 0.0
C -3.129 -0.590 5.788 0.0 0.0 0.0
C -3.212 -1.959 5.547 0.0 0.0 0.0
C -2.787 -2.468 4.327 0.0 0.0 0.0
C -2.278 -1.628 3.334 0.0 0.2 0.0
Si -1.578 -2.141 1.635 0.1 -0.2 -0.2
C -2.940 -3.217 0.815 0.0 0.0 0.1
C -0.187 -3.382 2.045 -0.1 -0.1 0.1
H -0.528 2.520 3.648 0.0 0.0 0.0
H 0.439 2.415 2.151 0.0 0.0 0.0
H 0.613 1.186 3.386 0.0 0.0 0.0
H -3.090 2.552 2.866 0.0 0.0 0.0
H -3.839 1.590 1.585 0.0 0.0 0.0
H -2.678 2.867 1.183 0.0 0.0 0.0
H -2.564 1.322 5.010 0.0 0.0 0.0
H -3.457 -0.188 6.742 0.0 0.0 0.0
H -3.603 -2.622 6.312 0.0 0.0 0.0
H -2.847 -3.540 4.151 0.0 0.0 0.0
H -3.237 -4.052 1.462 0.0 0.0 0.0
H -2.584 -3.636 -0.132 0.0 0.0 0.0
H -3.824 -2.610 0.606 0.0 0.0 0.0
H -0.585 -4.284 2.528 0.0 0.0 0.0
H 0.526 -2.915 2.729 0.0 0.0 0.0
H 0.355 -3.676 1.143 0.0 0.0 0.0
C 3.855 -0.949 -2.958 0.0 0.0 0.0
Sb 2.160 0.173 -2.257 0.0 0.1 0.2
C 3.097 2.096 -2.660 0.0 0.0 -0.1
C 1.063 -0.003 -4.187 0.1 -0.1 -0.2
C 0.938 1.310 -4.852 -0.1 0.1 0.1
C 1.949 1.759 -5.708 -0.1 0.0 0.0
C 1.939 3.029 -6.256 0.0 0.0 0.0
C 0.900 3.898 -5.952 0.0 0.0 0.0
C -0.118 3.466 -5.117 0.0 -0.1 0.0
C -0.135 2.183 -4.564 0.1 0.0 0.0
C -1.290 1.793 -3.698 0.0 0.0 -0.1
Sb -1.142 1.806 -1.496 -0.1 0.0 0.2
C -0.417 3.847 -1.454 0.0 0.0 0.0
C -3.233 2.333 -1.502 0.0 0.0 0.0
H 3.546 -1.982 -3.113 0.0 0.0 0.0
H 4.618 -0.918 -2.181 0.0 0.0 0.0
H 4.247 -0.521 -3.884 0.0 0.0 0.0
H 3.888 2.033 -3.411 0.0 0.0 0.0
H 3.510 2.428 -1.706 0.0 0.0 0.0
H 2.356 2.825 -2.996 0.0 0.0 0.0
H 0.100 -0.442 -3.932 0.0 0.0 0.0
H 1.623 -0.720 -4.790 0.0 0.1 0.0
H 2.778 1.089 -5.917 0.0 0.0 0.0
H 2.747 3.343 -6.907 0.0 0.0 0.0
H 0.879 4.901 -6.361 0.0 0.0 0.0
H -0.938 4.137 -4.881 0.0 0.0 0.0
H -1.675 0.800 -3.943 0.1 0.0 0.0
H -2.102 2.503 -3.875 0.0 -0.1 0.1
H -1.183 4.537 -1.815 0.0 0.0 0.0
H 0.464 3.923 -2.093 0.0 0.0 0.0
H -0.131 4.117 -0.438 0.0 0.0 0.0
H -3.345 3.385 -1.771 0.0 0.0 0.0
H -3.698 2.132 -0.544 0.0 0.0 0.0
H -3.709 1.704 -2.254 0.0 0.0 0.0
C -4.055 -2.331 -3.129 0.0 0.0 0.0
N -2.638 -2.423 -2.848 0.0 0.0 0.0
C -1.851 -3.399 -3.387 0.0 0.0 0.0
C -0.559 -3.493 -3.062 0.0 0.0 0.0
C 0.024 -2.546 -2.102 0.0 -0.1 0.0
O 1.222 -2.615 -1.834 0.0 0.0 0.0
N -0.814 -1.607 -1.545 0.0 -0.4 0.2
C -2.109 -1.534 -1.904 -0.1 0.0 -0.1
O -2.886 -0.694 -1.435 -0.1 0.2 0.0
H -4.313 -3.096 -3.861 0.0 0.0 0.0
H -4.307 -1.349 -3.528 0.0 0.0 0.0
H -4.638 -2.482 -2.221 0.0 0.0 0.0
H -2.343 -4.069 -4.082 0.0 0.0 0.0
H 0.086 -4.253 -3.476 0.0 0.0 0.0
C 4.311 -0.927 6.867 0.0 0.0 0.0
C 3.898 -0.612 5.453 0.0 0.0 0.0
C 3.974 0.682 4.954 0.0 0.0 0.0
C 3.600 0.969 3.646 0.0 0.0 0.0
C 3.146 -0.044 2.821 0.0 0.0 0.0
C 3.057 -1.343 3.307 0.0 0.0 0.0
C 3.430 -1.620 4.610 0.0 0.0 0.0
S 2.631 0.295 1.142 -0.2 0.0 0.2
O 2.625 1.745 1.027 0.0 0.0 -0.1
O 3.637 -0.354 0.311 0.1 0.0 0.0
O 1.310 -0.330 1.081 0.3 0.0 -0.1
H 4.325 -0.027 7.483 0.0 0.0 0.0
H 5.312 -1.368 6.901 0.0 0.0 0.0
H 3.625 -1.640 7.328 0.0 0.0 0.0
H 4.316 1.484 5.601 0.0 0.0 0.0
H 3.630 1.978 3.256 0.0 0.0 0.0
H 2.672 -2.121 2.659 0.0 0.0 0.0
H 3.340 -2.634 4.988 0.0 0.0 0.0
```
Forces are in eV/Å.

Output
Spin multiplicity   2
HOMO-LUMO gap (alpha / beta)   6.30 / 5.93 eV
HOMO (alpha / beta)   -1.9 / -1.6 eV
Net charge   -2

***

C3H4N2O2 | wB97M-V/def2-TZVPD

```
11
Properties=species:S:1:pos:R:3:forces:R:3
N -1.806 -0.502 -0.009 0.1 0.1 -0.1
C -0.497 -0.041 0.145 0.2 0.3 0.0
C 0.025 1.145 0.477 -0.2 -0.1 -0.1
O 1.413 1.090 0.379 0.2 0.1 -0.3
C 1.747 -0.112 -0.163 0.2 -0.2 -0.1
O 2.837 -0.401 -0.574 -0.3 0.0 0.5
N 0.574 -0.874 -0.199 0.1 0.0 0.0
H -1.920 -0.935 -0.922 0.0 0.0 0.2
H -2.460 0.271 0.047 0.0 -0.1 0.2
H -0.388 2.121 0.646 -0.1 -0.1 0.1
H 0.620 -1.845 0.080 -0.1 0.1 -0.3
```
Forces are in eV/Å.

Output
HOMO-LUMO gap   9.10 eV
HOMO   -8.4 eV
Net charge   0
SMILES   Nc1coc(=O)[nH]1

***

C25H38N4O4S | wB97M-V/def2-TZVPD

```
72
Properties=species:S:1:pos:R:3:forces:R:3
C -0.361 2.894 3.599 -0.3 0.0 -0.1
C -1.699 3.229 2.947 0.2 -0.1 0.1
N -1.606 4.348 2.031 -0.2 0.0 0.0
C -2.656 4.361 1.028 -0.3 0.0 0.0
C -4.083 4.530 1.561 0.3 0.0 -0.1
C -1.352 5.634 2.659 0.4 0.1 0.2
C 0.117 6.068 2.534 -0.3 0.0 -0.2
C 0.601 6.071 1.083 0.2 0.2 0.2
N 0.767 4.729 0.582 -0.2 -0.1 0.0
C 1.947 4.263 0.165 -0.1 -0.1 -0.1
O 2.970 4.934 0.102 0.3 0.1 0.0
C 1.963 2.822 -0.256 0.0 0.0 0.0
C 3.172 2.345 -0.656 -0.2 0.3 0.2
N 3.419 1.087 -1.068 -0.1 0.2 0.1
C 4.756 0.714 -1.468 0.4 -0.2 -0.1
C 2.390 0.176 -1.109 -0.7 -0.2 0.1
C 2.595 -1.150 -1.526 0.0 -0.1 0.0
C 1.547 -2.040 -1.557 0.2 0.1 -0.1
C 0.274 -1.629 -1.182 -0.5 -0.2 0.1
S -1.042 -2.843 -1.237 0.4 0.2 0.3
O -2.299 -2.192 -1.005 0.1 0.2 0.2
O -0.888 -3.599 -2.446 0.2 -0.1 0.1
N -0.589 -3.783 0.085 -0.1 0.6 -0.8
C -0.937 -3.105 1.314 -0.2 0.2 0.4
C -0.899 -5.212 0.042 0.0 -0.4 -0.6
C 0.090 -5.934 -0.872 0.0 -0.3 0.3
C -0.178 -7.437 -0.848 0.0 0.1 -0.3
C -1.611 -7.727 -1.284 0.0 -0.2 0.3
C -2.600 -7.004 -0.375 0.0 0.1 -0.3
C -2.336 -5.502 -0.394 0.0 -0.2 0.4
C 0.048 -0.340 -0.775 -0.1 0.0 0.0
C 1.097 0.582 -0.725 0.1 -0.2 -0.1
C 0.803 1.953 -0.263 0.3 -0.1 -0.1
O -0.331 2.276 0.075 -0.2 -0.1 0.1
H -0.052 3.672 4.292 0.1 0.1 0.1
H 0.403 2.773 2.836 0.1 0.0 -0.1
H -0.451 1.962 4.153 0.0 -0.1 0.1
H -2.019 2.365 2.361 -0.1 0.0 0.0
H -2.446 3.405 3.742 0.0 0.0 -0.1
H -2.435 5.174 0.330 0.0 -0.1 -0.1
H -2.584 3.422 0.473 0.0 0.1 -0.1
H -4.781 4.587 0.730 -0.1 0.0 -0.1
H -4.173 5.441 2.149 -0.1 0.1 0.1
H -4.364 3.686 2.187 -0.1 -0.1 0.1
H -1.628 5.617 3.723 -0.1 0.0 0.0
H -1.966 6.400 2.176 0.0 0.0 0.0
H 0.213 7.076 2.943 0.0 0.0 0.1
H 0.761 5.406 3.110 0.1 0.0 0.1
H -0.117 6.607 0.453 0.1 0.1 0.0
H 1.574 6.565 1.007 -0.2 0.0 0.0
H -0.033 4.105 0.697 0.3 -0.1 -0.1
H 4.007 3.034 -0.640 0.0 0.0 0.0
H 5.140 -0.087 -0.833 0.0 0.0 0.0
H 5.410 1.578 -1.372 -0.1 0.0 0.0
H 4.769 0.382 -2.508 0.0 0.0 0.0
H 3.574 -1.484 -1.827 0.1 0.0 0.0
H 1.683 -3.059 -1.879 0.2 -0.1 -0.1
H -0.453 -3.608 2.151 0.1 0.0 0.0
H -0.567 -2.083 1.253 0.0 0.1 0.2
H -2.018 -3.072 1.480 0.0 0.0 0.1
H -0.757 -5.586 1.065 0.0 0.1 -0.1
H 1.107 -5.723 -0.536 0.0 0.1 0.0
H -0.025 -5.552 -1.885 0.1 -0.1 0.0
H 0.524 -7.945 -1.512 0.0 0.0 0.1
H -0.020 -7.821 0.163 0.0 -0.1 0.0
H -1.798 -8.803 -1.258 0.0 0.0 -0.1
H -1.750 -7.383 -2.310 0.0 0.0 -0.1
H -2.497 -7.380 0.647 -0.1 -0.1 0.1
H -3.622 -7.202 -0.703 0.0 0.0 0.1
H -2.478 -5.110 -1.402 -0.1 -0.1 0.0
H -3.035 -4.985 0.268 0.0 0.1 0.0
H -0.945 -0.017 -0.497 -0.1 0.1 0.1
```
Forces are in eV/Å.

Output
HOMO-LUMO gap   8.11 eV
HOMO   -8.1 eV
Net charge   0
SMILES   CCN(CC)CCCNC(=O)c1cn(C)c2ccc(S(=O)(=O)N(C)C3CCCCC3)cc2c1=O